Record 1
C3H2F4 | wB97M-V/def2-TZVPD

Structure (XYZ):
```
9
Properties=species:S:1:pos:R:3:forces:R:3:lowdin_charge:R:1
F 1.97148 0.04317 0.42561 -0.700 0.045 -0.500 0.106
F -0.04719 -1.07974 -1.61425 0.393 -1.427 -0.407 0.063
H -1.31146 0.30650 1.25428 0.915 -1.955 -1.254 0.167
C 1.01582 0.62841 -0.30779 -0.395 -0.246 0.412 -0.189
F 0.63542 1.75023 0.31091 0.485 0.550 -0.052 0.073
C -0.85762 -0.53708 0.57731 -1.125 1.530 1.020 -0.067
C -0.29318 -0.14057 -0.69190 2.131 -0.515 1.123 -0.338
F -0.21988 -1.51185 1.18317 0.164 -0.568 0.764 0.069
H -0.89340 0.54091 -1.13734 -1.867 2.585 -1.107 0.116
```
Forces are in eV/Å.

Output
Relative energy (zero: lowest compared OMol25 entry of this formula, charge and spin) in eV: 3.826
2S+1: 1

---

Record 2
C4H7BrOS | wB97M-V/def2-TZVPD

Structure (XYZ):
```
14
Properties=species:S:1:pos:R:3:forces:R:3:lowdin_charge:R:1
C -0.96300 0.20984 0.58330 1.111 -0.714 -0.098 -0.354
Br -0.34467 -1.95142 2.24447 -0.518 -0.477 0.090 0.814
H -1.31895 0.46605 -0.37196 -1.370 0.636 -1.143 0.076
H -1.99972 -3.16584 0.21981 0.290 -2.662 0.947 -0.163
C 0.50868 0.64315 0.42261 -0.217 0.302 -2.461 -0.175
H 0.36646 1.68904 -0.05994 1.255 -1.101 1.736 0.135
C -1.04058 -1.25728 0.64512 1.796 -0.490 -0.155 -1.038
S -2.23448 -2.05382 -0.31540 0.120 2.318 -0.485 0.878
H 0.51754 -0.20388 -1.66822 1.058 0.704 -0.043 0.111
O 1.07941 -1.57055 -0.32130 -2.317 -0.808 1.037 -0.245
H 2.23780 -0.02677 -0.69952 -0.705 0.350 -1.067 0.125
H -1.55238 0.66811 1.40049 0.515 -0.131 -0.374 0.138
C 1.15188 -0.30243 -0.74957 -0.991 0.836 1.880 -0.386
H 1.11637 0.34017 1.28007 -0.025 1.238 0.137 0.084
```
Forces are in eV/Å.

Output
Relative energy (zero: lowest compared OMol25 entry of this formula, charge and spin) in eV: 3.032
2S+1: 1

---

Record 3
C12H32FeN2O4P2S5 | wB97M-V/def2-TZVPD

Structure (XYZ):
```
58
Properties=species:S:1:pos:R:3:forces:R:3:lowdin_charge:R:1
H 4.47587 -1.62249 -0.72647 -0.006 0.017 0.008 0.092
Fe 0.31805 0.02955 0.24834 0.074 -0.049 0.157 0.018
H -3.79328 0.52664 1.26758 -0.027 -0.001 -0.049 0.100
H 3.77975 2.18070 0.80500 -0.008 -0.004 -0.007 0.066
P -1.50836 1.47220 -0.66947 -0.231 0.080 -0.140 0.307
O 0.41780 -4.41440 -0.66377 -0.037 0.125 -0.020 -0.332
H -1.93272 -4.22296 -2.96742 0.048 0.027 0.014 0.161
H 0.06362 5.07553 -0.70170 0.031 -0.025 0.017 0.056
O 0.26693 -1.98382 0.17102 0.121 0.005 0.067 -0.496
C 3.55058 -1.40014 -0.19346 0.043 -0.029 0.014 -0.490
O -1.38115 2.91020 -1.35889 0.127 -0.083 -0.026 -0.363
C -0.96963 5.24609 -0.99871 -0.026 0.021 -0.002 -0.070
H -0.58600 -3.85190 3.60164 0.027 0.037 -0.019 0.082
S 2.31629 -0.27181 1.99684 0.016 -0.122 0.013 0.863
O -3.09379 1.39178 -0.46689 -0.043 0.087 -0.002 -0.324
H 4.43922 0.21395 0.95866 -0.014 0.022 -0.009 0.067
H -2.88051 4.23586 -0.90701 0.009 0.022 0.044 0.122
H 3.04530 -2.34983 -0.00739 -0.010 0.003 -0.007 0.074
N -0.18524 -3.53242 2.72773 0.153 0.000 0.077 -0.029
H -2.63879 -3.87939 -0.81588 0.016 -0.009 0.020 0.109
S -0.89389 0.19452 2.24377 -0.114 -0.057 -0.050 0.325
H 4.44301 -1.34677 1.75181 -0.011 0.020 0.001 0.088
P -0.37343 -3.34019 0.03332 0.072 -0.188 -0.068 0.454
H -1.00298 5.41865 -2.07302 -0.005 -0.006 -0.036 0.085
H -2.01288 -3.37332 1.75064 0.010 0.011 -0.014 0.096
H -2.20685 -2.18665 -1.20795 -0.044 -0.009 0.025 0.038
C 3.84881 -0.68635 1.11907 0.012 -0.044 -0.017 -0.470
H 2.96588 3.14765 -1.63586 -0.013 -0.012 -0.006 0.094
H 2.92521 3.42088 1.70150 -0.009 -0.018 -0.009 0.089
H -0.41926 -4.22623 -2.11212 -0.132 0.071 -0.064 0.116
H -0.98106 -2.86411 -2.98586 0.015 -0.032 0.036 0.140
H 4.15599 1.07776 -1.02507 -0.007 -0.003 0.037 0.070
H -1.25781 -4.95990 1.50991 -0.053 0.019 -0.008 0.097
C 2.37667 2.24213 -1.48297 0.052 0.004 -0.033 -0.481
C 2.58922 1.44652 2.46930 0.036 0.047 0.046 -0.502
H 1.67382 1.71225 3.00072 -0.003 -0.007 -0.014 0.060
H 3.41220 1.49941 3.18401 -0.009 0.003 -0.036 0.093
S -0.80824 0.13969 -1.99177 -0.030 0.003 -0.090 0.357
C -1.05448 -3.88652 1.61805 -0.122 -0.041 -0.003 -0.329
S 2.41068 -0.54533 -1.30102 -0.009 0.009 -0.114 0.856
C 2.84378 2.40481 1.31402 0.041 0.000 0.036 -0.462
H -5.68760 -0.61347 0.14608 -0.004 -0.019 -0.005 0.083
H -3.14418 -0.60513 0.08846 -0.046 -0.008 0.022 0.070
C 3.26807 1.01443 -1.65203 0.012 0.022 -0.034 -0.467
H 3.61386 0.98597 -2.68585 0.015 0.010 0.021 0.088
N -1.28158 -3.66168 -2.42343 0.155 -0.066 0.062 0.122
C -1.83739 -3.20309 -1.10661 -0.051 0.065 -0.045 -0.192
H 0.72413 -3.97219 2.63681 -0.055 0.004 0.023 0.079
C -3.75260 0.29607 0.20300 0.078 -0.019 0.007 -0.309
S 1.50098 2.38848 0.09264 -0.014 -0.005 0.042 0.874
C -1.84001 4.07416 -0.62544 -0.095 0.007 -0.017 -0.280
H -5.66950 1.07372 -0.37181 -0.006 0.018 0.025 0.084
C -5.12096 0.13401 -0.40996 -0.018 -0.023 0.036 -0.064
H -1.32889 6.14416 -0.49815 -0.015 0.034 0.023 0.085
H -5.05307 -0.17914 -1.45102 0.021 0.002 -0.028 0.079
H -0.49871 -1.02944 2.65322 0.055 0.077 0.063 -0.266
H -1.80592 3.86627 0.44765 0.046 0.022 0.013 0.114
H 1.57504 2.24461 -2.22381 -0.019 -0.015 0.022 0.070
```
Forces are in eV/Å.

Output
Net charge: +1
Relative energy (zero: lowest compared OMol25 entry of this formula, charge and spin) in eV: 0.000
Expectation value of S²: 8.77
2S+1: 6

---

Record 4
C9H19INO | wB97M-V/def2-TZVPD

Structure (XYZ):
```
31
Properties=species:S:1:pos:R:3:forces:R:3:lowdin_charge:R:1
C 0.90438 2.13157 0.24309 0.587 2.697 -1.464 -0.186
N -0.20332 1.21976 0.16490 2.823 -3.270 2.430 0.046
H -3.02379 0.51063 0.68648 0.421 0.072 1.069 0.094
I 0.38628 -2.28113 -1.12559 1.783 -0.060 1.896 0.792
H 0.72397 3.05566 -0.47239 0.165 -1.845 1.499 0.175
H 0.11342 0.35398 0.80484 -1.905 1.968 -1.658 0.198
C -2.42814 0.38094 -0.18825 -1.175 -0.971 -4.298 -0.024
H -2.69438 -0.76821 -3.45134 1.485 0.559 1.011 0.174
H -3.17144 0.56830 -1.02327 0.518 0.386 0.891 0.110
H -2.54851 -4.02254 -2.07923 1.133 0.869 -0.850 0.117
H -1.19628 -4.18033 -3.25209 1.579 -0.922 0.010 0.048
H 3.77834 0.29463 2.68150 -2.758 1.186 -1.690 0.158
H -2.55697 -3.35519 -3.72951 -0.568 -0.113 -0.217 0.069
C -1.90635 -3.51036 -2.87645 -2.557 1.761 0.723 -0.134
O -0.92238 0.17966 -2.70837 -2.181 -0.155 -1.253 -0.036
C -1.26858 1.25882 -0.50153 -1.388 1.285 0.205 -0.119
H 1.82071 3.38465 1.56594 0.446 0.196 0.336 0.106
H 3.32479 1.38619 1.26218 0.754 0.373 -0.297 0.053
C -1.68714 -0.94029 -2.90915 -2.396 2.962 -1.707 -0.254
C 2.86178 0.73135 1.97344 2.858 -0.332 2.103 -0.122
C -1.36758 -2.13632 -2.51600 0.586 -4.454 -0.479 -0.601
H 1.86463 1.66926 -0.08899 -1.012 -0.008 -0.035 0.125
H 1.97196 2.03607 3.64193 -0.006 -1.085 -2.052 0.154
H -0.02948 -0.07021 -2.52347 1.301 -0.669 0.402 0.021
H 0.18277 3.10299 2.20635 1.757 -1.416 -1.259 0.162
H 2.47123 -0.06711 1.40015 -0.248 -1.220 -0.516 0.031
H -2.24717 -0.66945 -0.53798 0.365 0.553 1.432 0.065
C 1.12303 2.56822 1.70109 -1.415 1.084 0.806 -0.195
C 1.73379 1.48023 2.62966 0.190 2.323 1.855 -0.273
H -1.34543 2.12075 -1.21487 -0.090 -0.870 0.778 0.173
H 0.98352 0.80293 2.93728 -1.054 -0.884 0.329 0.074
```
Forces are in eV/Å.

Output
Net charge: +1
Total energy in eV: -21266.562
Expectation value of S²: 2.01
2S+1: 3

---

The highest 2S+1 belongs to which entry?
C12H32FeN2O4P2S5